No. 1
Molecular formula: C4H9O2
Method: DFT, the ωB97M-V functional and the def2-TZVPD basis

Geometry as ORCA input:
```
! RIJCOSX wB97M-V def2-TZVPD def2/J DEFGRID3
* xyz -1 1
O -0.15264 1.22880 2.31069
C -0.52918 1.42659 1.05374
C 0.60747 1.09602 -0.01117
C 0.17438 0.09520 -1.07095
C 0.03737 -1.30278 -0.48392
O -0.23111 -2.28235 -1.49766
H -1.41455 0.79925 0.71061
H -0.90585 2.46417 0.82194
H 1.04866 2.02996 -0.36979
H 1.35794 0.63734 0.64679
H -0.78623 0.38619 -1.44093
H 0.89146 0.05865 -1.90648
H -0.84105 -1.30714 0.15521
H 0.93257 -1.57752 0.07836
H 0.14400 -1.98234 -2.33977
*
```

- Molar mass: 89.1 Da
- E: -308.253237 a.u.
- ΔE to the lowest compared entry with this formula, charge and spin: 240.6 kJ/mol
- SMILES string: [O-]CCCCO
- Highest occupied orbital energy: -2.2 eV
- Frontier orbital gap: 5.9 eV

Results of the Mulliken charge analysis, in e, for atoms 1 through 6: O -0.877; C -0.410; C -0.511; C -0.796; C -0.203; O -0.537

---

No. 2
Molecular formula: C4H9O2
Method: DFT, the ωB97M-V functional and the def2-TZVPD basis

Geometry as ORCA input:
```
! RIJCOSX wB97M-V def2-TZVPD def2/J DEFGRID3
* xyz -1 1
O -2.58379 -0.34234 -0.74635
C -2.05569 -0.05961 0.46168
C -0.61221 0.41557 0.68425
C 0.36138 -0.36695 -0.27067
C 1.55424 0.48897 -0.54984
O 2.55569 -0.33384 -1.23664
H -2.64160 0.73277 0.99917
H -2.03711 -0.99727 1.05444
H -0.46631 1.52681 0.60448
H -0.30455 0.23709 1.72190
H 0.44985 -1.38865 0.19763
H -0.06767 -0.76561 -1.21983
H 1.43720 1.27690 -1.30883
H 1.93409 0.78682 0.44820
H 2.47648 -1.21067 -0.83959
*
```

- Molar mass: 89.1 Da
- E: -308.231924 a.u.
- ΔE to the lowest compared entry with this formula, charge and spin: 296.6 kJ/mol
- SMILES string: [O-]CCCCO
- Highest occupied orbital energy: -2.2 eV
- Frontier orbital gap: 5.9 eV

Results of the Mulliken charge analysis, in e, for atoms 1 through 6: O -0.858; C -0.593; C -0.662; C -0.588; C -0.224; O -0.553

---

No. 3
Molecular formula: C4H9O2P
Method: DFT, the ωB97M-V functional and the def2-TZVPD basis

Geometry as ORCA input:
```
! RIJCOSX wB97M-V def2-TZVPD def2/J DEFGRID3
* xyz 0 1
C -2.19288 1.17785 0.48659
C -1.52513 -0.05205 0.09599
O -2.00652 -1.13276 0.06308
P 0.68745 0.21758 -0.22330
C 1.37083 -0.63490 1.24710
C 1.14540 -0.70590 -1.70814
O 1.21411 1.58882 -0.23304
H -2.30399 1.50036 -0.46865
H -1.51130 1.89472 0.96263
H -3.02263 0.85844 1.06580
H 1.02129 0.07185 2.02451
H 1.08811 -1.71699 1.44970
H 2.30249 -0.36234 0.94720
H 2.14780 -1.09479 -1.48100
H 0.44965 -1.56445 -1.66261
H 1.13533 -0.04543 -2.56585
*
```

- Molar mass: 120.1 Da
- E: -649.610812 a.u.
- ΔE to the lowest compared entry with this formula, charge and spin: 212.9 kJ/mol
- SMILES string: CC(=O)P(C)(C)=O
- Highest occupied orbital energy: -8.6 eV
- Frontier orbital gap: 9.4 eV

Results of the Mulliken charge analysis, in e, for atoms 1 through 6: C -1.076; C 0.522; O -0.495; P 0.689; C -0.961; C -0.952

---

No. 4
Molecular formula: C4H9O2S
Method: DFT, the ωB97M-V functional and the def2-TZVPD basis

Geometry as ORCA input:
```
! RIJCOSX wB97M-V def2-TZVPD def2/J DEFGRID3
* xyz -1 1
C -0.40049 0.62201 1.36690
C -1.49492 0.86520 -0.83516
C -0.01335 -1.25332 -0.38274
C -0.32322 0.19042 -0.08593
O 3.09491 -0.81703 0.71621
O 3.20545 0.12081 -1.59912
S 2.79105 0.33646 -0.16973
H -1.41685 0.56908 1.85766
H 0.28936 -0.16537 1.81767
H -0.22149 1.69047 1.54930
H -1.80014 1.86321 -0.53280
H -2.34612 0.04513 -0.57867
H -1.47262 0.77469 -1.91633
H -0.07161 -1.51864 -1.46727
H 0.94782 -1.46935 0.04655
H -0.76779 -1.85376 0.21344
*
```

- Molar mass: 121.2 Da
- E: -706.422346 a.u.
- ΔE to the lowest compared entry with this formula, charge and spin: 329.8 kJ/mol
- Highest occupied orbital energy (spin up / spin down): -1.6 / -3.3 eV
- Frontier orbital gap (spin up / spin down): 5.2 / 7.1 eV

Results of the Mulliken charge analysis, in e, for atoms 1 through 6: C -1.214; C -1.310; C -1.255; C 0.806; O -0.577; O -0.575

---

Question: Which of these has the highest molar mass?
Answer: C4H9O2S

---

Question: Which of these has the highest E?
Answer: number 2